Record 1
The following is a DFT calculation (the ωB97M-V functional and the def2-TZVPD basis) of a 2-piece molecular cluster, C2H9N2 overall at a distorted geometry.

Geometry as XYZ:
```
13
C2H9N2, DFT the ωB97M-V functional and the def2-TZVPD basis
C -0.6733 -0.0666 0.6263
N -0.0094 -1.2395 1.2411
C -0.9819 -0.1577 -0.8327
N 1.3535 1.0720 -1.1618
H -0.2093 0.8248 1.1079
H -1.6497 0.1624 1.1282
H 0.9825 -0.8440 1.3596
H -0.2043 -1.0274 2.2554
H -1.2393 0.7431 -1.2765
H -1.1807 -1.0206 -1.3225
H 2.3968 1.0435 -0.8457
H 1.2143 2.0617 -0.8997
H 0.4120 0.5746 -0.8236
```

Calculated values
- LUMO level (spin up / spin down): -0.515 / -0.540 Eh
- Multiplicity: 2
- HOMO level (spin up / spin down): -20.5 / -20.4 eV
- Energy above the lowest of the compared OMol25 structures with the same formula, charge and spin: 170.95 kcal per mole
- Frontier orbital gap (spin up / spin down): 0.2371 / 0.2110 Ha
- Net charge: +2

These are the natural (NBO) partial charges, in e, on atoms 1 to 4: -0.458 -0.708 0.168 -0.332

---

Record 2
The following is a DFT calculation (the ωB97M-V functional and the def2-TZVPD basis) of C48H94Br4F3NiO22S10 as an isolated structure at a distorted geometry.

Geometry as XYZ:
```
182
C48H94Br4F3NiO22S10, DFT the ωB97M-V functional and the def2-TZVPD basis
Ni -2.3208 4.4108 -3.1383
C -0.3909 -0.4082 -0.3912
O 1.0572 -0.5537 -0.5304
O -0.7930 0.9152 -0.7133
C -1.0554 -1.5226 -1.3334
F -0.9072 -1.2130 -2.6607
F -0.4125 -2.6858 -1.1570
F -2.3849 -1.7405 -1.1093
C 1.9616 0.1455 0.3286
C 3.3381 -0.1383 -0.3092
H 3.6310 0.5838 -1.0714
H 4.0506 -0.1438 0.5156
H 3.4250 -1.1223 -0.7700
H 2.0158 -0.2508 1.3426
H 1.7822 1.2195 0.3794
H -0.7111 -0.6506 0.6222
C 7.6645 5.1650 2.2186
C 7.7029 5.4885 0.7960
C 6.4253 6.2070 0.3613
S 6.1847 7.3951 1.6658
O 4.7834 7.6976 2.0432
O 7.0854 8.4972 1.4293
C 6.9527 6.3554 2.9899
H 8.6764 4.8987 2.5240
H 7.0911 4.2820 2.5008
H 7.8183 4.5363 0.2783
H 8.5706 6.1159 0.5925
H 5.5215 5.6136 0.4998
H 6.2284 6.6982 -0.5916
H 5.9913 6.0127 3.3726
H 7.4414 6.8741 3.8146
C 8.1210 -2.5754 6.7159
C 6.8328 -3.2625 6.2178
C 5.5998 -2.4918 6.6743
S 6.2458 -0.8617 7.3279
O 6.4823 -0.9863 8.7502
O 5.6523 0.3141 6.7137
C 7.9485 -1.0695 6.6649
H 8.9838 -2.8925 6.1301
H 8.3486 -2.8928 7.7336
H 6.8589 -4.2015 6.7707
H 6.8187 -3.3364 5.1304
H 5.0507 -2.9641 7.4889
H 4.9773 -2.3308 5.7942
H 8.5982 -0.4631 7.2959
H 7.9128 -0.7686 5.6178
C -1.9501 -6.1909 -7.7155
C -2.8844 -5.4264 -8.7526
C -4.0254 -6.4046 -9.1804
S -4.3854 -7.3032 -7.5793
O -4.4189 -8.7472 -7.7956
O -5.5164 -6.6697 -6.9454
C -2.8830 -6.7994 -6.6997
H -1.1099 -5.6115 -7.3327
H -1.4726 -7.0157 -8.2445
H -2.2279 -5.0294 -9.5268
H -3.3422 -4.5216 -8.3527
H -3.7301 -7.1476 -9.9212
H -4.9269 -5.8520 -9.4449
H -2.5290 -7.5807 -6.0271
H -3.2442 -5.9749 -6.0850
C -7.9238 0.0443 -8.1005
C -7.9754 1.5149 -8.5673
C -8.2215 2.4985 -7.3622
S -7.5695 1.5602 -5.9127
O -8.7232 1.2745 -5.0092
O -6.4195 2.3508 -5.3837
C -7.0676 0.0249 -6.7590
H -7.6962 -0.6970 -8.8665
H -8.9723 -0.0488 -7.8174
H -8.9122 1.6481 -9.1083
H -7.0722 1.7905 -9.1117
H -9.3007 2.4596 -7.2143
H -7.8498 3.5146 -7.4941
H -7.0698 -0.7566 -5.9992
H -6.0395 0.3044 -6.9891
C 3.6552 1.2528 -7.3200
C 3.4264 2.7004 -7.4640
C 2.0593 3.0088 -8.0608
S 0.9574 1.6868 -7.3597
O 0.4092 0.9123 -8.4412
O 0.1267 2.2423 -6.3146
C 2.4273 0.7850 -6.6234
H 4.5655 0.9213 -6.8203
H 3.7247 0.7724 -8.2960
H 4.3061 3.1338 -7.9399
H 3.4502 3.0452 -6.4302
H 2.0893 2.7777 -9.1256
H 1.6450 3.9983 -7.8677
H 2.2609 -0.2849 -6.7485
H 2.5456 0.9814 -5.5577
C -2.7208 10.9142 1.1443
C -3.3754 11.0077 -0.1861
C -4.7575 10.3338 -0.1321
S -4.3235 8.6850 0.7525
O -3.9094 7.6438 -0.1925
O -5.2545 8.4155 1.8240
C -2.8205 9.4248 1.6238
H -3.1764 11.6460 1.8114
H -1.6668 11.1730 1.0431
H -2.6480 10.5538 -0.8591
H -3.5662 12.0348 -0.4969
H -5.2735 10.2335 -1.0869
H -5.4025 10.8805 0.5558
H -1.9092 8.8722 1.3951
H -3.0187 9.2780 2.6856
C 11.9862 -1.8524 -3.3477
C 12.0733 -0.3170 -3.0962
C 12.3266 -0.1992 -1.6321
S 11.7241 -1.7618 -0.7655
O 10.5557 -1.4087 0.0452
O 12.8541 -2.3521 -0.2010
C 11.2701 -2.6323 -2.2723
H 13.0014 -2.2488 -3.3646
H 11.6344 -2.0324 -4.3635
H 11.0901 0.0935 -3.3262
H 12.7944 0.2700 -3.6650
H 11.7249 0.6139 -1.2260
H 13.3371 -0.0234 -1.2632
H 10.1977 -2.5934 -2.4638
H 11.5452 -3.6550 -2.0145
C 0.5194 5.7423 7.1984
C 0.4574 5.6255 8.7509
C 0.6923 4.1522 9.1155
S -0.2509 3.1743 7.8153
O -1.6971 3.1930 8.0724
O 0.4281 1.9206 7.5867
C 0.2182 4.4003 6.4773
H 1.4933 6.1413 6.9151
H -0.2665 6.4609 6.9656
H -0.5069 6.0128 9.0798
H 1.3023 6.2448 9.0523
H 0.3436 3.9079 10.1189
H 1.7528 3.9033 9.0779
H -0.6441 4.3068 5.8171
H 1.1145 3.9584 6.0421
C -6.6961 1.0779 4.1568
C -7.4451 0.3364 5.3425
C -8.9517 0.2618 5.1633
S -9.3100 0.4107 3.3284
O -10.0747 1.6611 3.1176
O -9.6843 -0.8460 2.7187
C -7.4870 0.6865 2.9020
H -5.6334 0.8566 4.2563
H -6.7967 2.1539 4.2987
H -7.2319 0.8061 6.3027
H -7.0536 -0.6651 5.5211
H -9.4149 1.2301 5.3524
H -9.6763 -0.4189 5.6101
H -7.3660 1.4587 2.1422
H -7.0856 -0.2777 2.5901
C -8.6275 -7.5600 -0.1104
C -7.5675 -6.3326 -0.1893
C -6.4330 -6.6441 0.8482
S -7.4267 -7.4130 2.3179
O -7.6575 -6.4399 3.3622
O -6.8805 -8.7297 2.6723
C -8.9762 -7.8472 1.3508
H -8.2413 -8.4528 -0.6021
H -9.5344 -7.2472 -0.6280
H -8.1516 -5.4602 0.1036
H -7.2061 -6.0706 -1.1837
H -5.8515 -5.8112 1.2436
H -5.7253 -7.4267 0.5748
H -9.7106 -7.1680 1.7837
H -9.3131 -8.8656 1.5444
Br -1.2613 -6.5798 8.8945
C -1.4011 -4.8182 7.8900
C -1.4912 -4.9304 6.3714
Br -0.1170 -6.2952 5.8853
H -0.5104 -4.2592 8.1766
H -2.2967 -4.3417 8.2886
H -1.2661 -3.9572 5.9353
H -2.4051 -5.3909 5.9961
Br 5.3406 -7.3779 -0.4204
C 3.8998 -8.7977 -0.3986
C 2.5641 -8.0965 -0.7006
Br 1.2591 -9.5843 -0.4469
H 3.8140 -9.3068 0.5614
H 4.2009 -9.5803 -1.0950
H 2.3890 -7.7604 -1.7226
H 2.1988 -7.3708 0.0260
```

Calculated values
- LUMO level (spin up / spin down): -0.248 / -0.247 Eh
- Multiplicity: 3
- HOMO level (spin up / spin down): -10.5 / -10.5 eV
- Frontier orbital gap (spin up / spin down): 0.1385 / 0.1394 Ha
- Net charge: +1

These are the Löwdin partial charges, in e, on atoms 1 to 4: 0.989 -0.250 -0.111 0.110

---

Computed values of E (unit: eV) for the preceding records, in sequence: -5172.708, -534041.228.